The following is a quantum chemistry calculation of 2 unconnected molecules or ions with the total composition C3H8NO, from OMol25.

Last columns: bonded neighbours and bond lengths (Å).
Cartesian coordinates (Å):
1 C 1.679 -2.149 1.609  N2 1.307, H3 1.102, H4 1.162
2 N 1.491 -1.555 0.460  C1 1.307, H5 1.022, H6 1.058
3 H 0.869 -2.318 2.337  C1 1.102
4 H 2.483 -2.988 1.628  C1 1.162
5 H 2.066 -1.932 -0.297  N2 1.022
6 H 0.618 -1.028 0.177  N2 1.058
7 O -0.461 0.222 -0.216  C8 1.224
8 C -0.646 1.407 -0.461  O7 1.224, C9 1.417, H10 1.019
9 C -1.757 2.003 -1.107  C8 1.417, H11 1.133, H12 1.134, H13 1.137
10 H 0.051 1.971 0.025  C8 1.019
11 H -2.219 1.244 -1.809  C9 1.133
12 H -1.427 2.881 -1.745  C9 1.134
13 H -2.747 2.243 -0.602  C9 1.137

Properties
**Total charge**: +1
**Strongest force on any atom**: 0.09472 Eh/bohr
**LUMO level**: -0.2079 Eh
**Energy above the lowest of the compared OMol25 structures with the same formula, charge and spin**: 1.649 eV